Computed, not measured: 3 unconnected molecules or ions with the total composition C4H13NO2, with the ωB97M-V functional and the def2-TZVPD basis.

Calculated values
E_HOMO: -0.314 hartree
energy: -9942.6867 eV
energy relative to the best compared isomer or geometry (same formula, charge and spin): 1.510 eV
frontier orbital gap: 9.3 eV

Geometry as XYZ:
```
20
Properties=species:S:1:pos:R:3:mulliken_charge:R:1
C 1.56723 -0.00824 0.26018 -0.932
C 0.27568 0.26840 0.45380 0.600
N 0.16398 1.61477 0.99168 -0.533
C -0.80417 -0.76032 0.50891 -0.395
C -1.46998 -0.94102 1.84966 -1.189
H 1.98119 -0.99729 0.06478 0.273
H 2.37597 0.69578 0.35470 0.258
H -0.68170 2.08905 1.24672 0.182
H 0.94843 1.84820 1.56022 0.160
H -0.46650 -1.76853 0.20115 0.306
H -1.43981 -0.72051 -0.39305 0.321
H -0.84987 -1.03277 2.73786 0.318
H -2.12671 -0.09220 2.05070 0.285
H -2.15805 -1.78389 1.69506 0.358
O 0.41903 2.24825 -2.31426 -0.664
H 0.58239 2.21327 -1.36137 0.376
H -0.08816 1.47322 -2.58196 0.302
O 0.24307 -1.49186 -2.48577 -0.624
H 0.66600 -0.63057 -2.35754 0.290
H 0.86196 -2.22373 -2.48150 0.307
```


Computed, not measured: a molecular structure, C4H5N3, with the ωB97M-V functional and the def2-TZVPD basis.

Calculated values
E_HOMO: -0.349 hartree
energy: -8693.4247 eV
energy relative to the best compared isomer or geometry (same formula, charge and spin): 6.388 eV
frontier orbital gap: 9.2 eV

Geometry as XYZ:
```
12
Properties=species:S:1:pos:R:3:mulliken_charge:R:1
C 0.25467 -0.89935 0.65473 0.617
N 0.96773 -1.77277 -0.08770 -0.440
C 0.51896 0.76152 0.04413 -0.365
C -0.64180 0.73271 -0.43317 -0.118
N -0.30704 -1.15795 1.74422 -0.704
C -0.64545 2.64937 -1.02880 -0.127
N -1.48654 2.82426 -1.81170 -0.410
H 1.23286 -1.55276 -1.03107 0.223
H 1.13636 -2.69104 0.29412 0.242
H -0.89380 -0.42889 2.13101 0.270
H 1.52801 1.12066 0.03009 0.402
H -1.66397 0.41424 -0.50585 0.410
```


Computed, not measured: a molecular structure, C5H6O3, with the ωB97M-V functional and the def2-TZVPD basis.

Calculated values
E_HOMO (alpha / beta): -0.238 / -0.275 hartree
energy: -11419.6126 eV
energy relative to the best compared isomer or geometry (same formula, charge and spin): 4.799 eV
frontier orbital gap (alpha / beta): 6.4 / 8.1 eV

Geometry as XYZ:
```
14
Properties=species:S:1:pos:R:3:mulliken_charge:R:1
C 1.26252 -0.25989 -1.47860 -0.988
C -0.12990 -0.28455 1.22981 -0.670
C -1.28583 0.34579 0.55428 1.030
C 0.07486 -0.66097 -0.68968 0.937
C -1.25404 -0.03702 -0.74019 -1.108
O 0.26102 -1.44746 0.37632 -0.326
O 0.91507 0.50121 1.66467 -0.377
O -2.15719 1.12600 1.21507 -0.498
H 1.44911 -0.02011 2.27299 0.370
H -1.91770 1.11523 2.15301 0.325
H -1.91661 0.12736 -1.57138 0.437
H 0.96324 0.21559 -2.41041 0.310
H 1.86721 0.41339 -0.85463 0.280
H 1.86823 -1.13458 -1.72126 0.278
```


Which formula does entry 3 have?
C5H6O3


Which formula does entry 3 have?
C5H6O3


Which value of energy relative to the best compared isomer or geometry (same formula, charge and spin) does entry 2 give?
6.388 eV


Among the records above, which one has the lowest energy relative to the best compared isomer or geometry (same formula, charge and spin)?
C4H13NO2